Record 1
{"formula": "C23H34N9O2ReS", "method": "ωB97M-V/def2-TZVPD", "elements": ["Re", "S", "C", "N", "N", "C", "C", "C", "C", "C", "C", "N", "N", "C", "C", "C", "C", "C", "C", "H", "H", "H", "H", "H", "H", "H", "H", "H", "H", "H", "N", "C", "C", "C", "C", "N", "C", "N", "N", "C", "O", "O", "H", "H", "H", "H", "H", "H", "H", "H", "H", "H", "H", "H", "H", "H", "C", "C", "C", "C", "N", "H", "H", "H", "H", "H", "H", "H", "H", "H"], "coordinates": [[0.765, -0.288, 0.003], [-1.029, -1.761, 1.043], [-2.336, -0.750, 0.410], [-3.538, -1.268, 0.492], [-4.620, -0.624, 0.074], [-4.799, 0.414, -0.822], [-5.922, 1.240, -0.673], [-6.157, 2.265, -1.565], [-5.298, 2.478, -2.634], [-4.194, 1.655, -2.796], [-3.941, 0.629, -1.908], [-2.096, 0.500, 0.071], [-0.861, 0.935, -0.016], [-0.733, 2.315, 0.019], [0.520, 2.909, -0.179], [0.666, 4.276, -0.061], [-0.431, 5.071, 0.242], [-1.683, 4.494, 0.398], [-1.840, 3.129, 0.292], [-5.456, -0.953, 0.549], [-6.599, 1.078, 0.153], [-7.016, 2.904, -1.429], [-5.504, 3.265, -3.342], [-3.533, 1.812, -3.635], [-3.107, -0.034, -2.067], [1.374, 2.285, -0.428], [1.637, 4.726, -0.198], [-0.306, 6.134, 0.361], [-2.537, 5.115, 0.621], [-2.801, 2.662, 0.428], [1.180, 0.395, 2.192], [2.606, 0.256, 2.564], [2.799, -0.384, 3.952], [2.415, -1.872, 4.059], [3.527, -2.885, 3.707], [3.628, -3.218, 2.296], [2.663, -3.781, 1.585], [2.758, -3.822, 0.254], [1.633, -4.381, 2.187], [3.356, -0.584, 1.499], [4.551, -0.797, 1.647], [2.655, -1.093, 0.565], [0.864, 1.347, 2.387], [0.616, -0.211, 2.793], [3.072, 1.248, 2.571], [2.180, 0.174, 4.662], [3.839, -0.252, 4.252], [1.527, -2.078, 3.453], [2.146, -2.062, 5.101], [3.368, -3.806, 4.281], [4.495, -2.474, 3.992], [4.332, -2.679, 1.790], [3.369, -3.154, -0.196], [1.953, -4.104, -0.282], [1.657, -4.565, 3.175], [0.925, -4.839, 1.637], [-0.470, -0.178, -3.627], [0.965, -0.480, -3.138], [1.939, 0.568, -3.710], [1.375, -1.905, -3.563], [0.959, -0.404, -1.743], [-0.487, -0.116, -4.711], [-0.804, 0.768, -3.207], [-1.144, -0.965, -3.298], [1.927, 0.534, -4.795], [2.949, 0.372, -3.360], [1.642, 1.561, -3.384], [1.271, -2.015, -4.638], [0.735, -2.634, -3.068], [2.407, -2.101, -3.284]], "atomic_forces_ev_per_a": [[-1.3, -0.3, -1.8], [1.8, 1.0, -1.6], [1.1, 1.1, 0.1], [-1.0, -0.8, 0.2], [-0.1, -0.5, 0.9], [-0.1, 1.0, -0.9], [0.4, -0.4, 0.2], [0.1, 0.1, -0.3], [-0.1, 0.1, 0.1], [-0.1, 0.0, 0.0], [-0.3, -0.2, 0.1], [-1.4, -0.3, 0.1], [1.5, -1.6, 0.5], [0.0, 0.9, 0.0], [-0.3, -0.5, 0.1], [0.0, 0.3, 0.2], [0.2, 0.1, 0.0], [0.2, 0.0, 0.0], [0.0, -0.2, 0.0], [0.3, 0.0, -0.3], [-0.1, 0.0, 0.1], [-0.1, 0.0, 0.0], [0.0, 0.1, 0.0], [0.1, 0.0, -0.1], [0.1, 0.0, 0.0], [0.1, 0.0, -0.2], [0.1, 0.0, 0.0], [0.0, 0.1, -0.1], [-0.1, 0.0, 0.0], [-0.1, 0.0, 0.0], [0.2, 0.2, -0.1], [0.7, -0.2, -0.1], [-0.1, 0.0, -0.1], [0.2, 0.1, 0.0], [-0.4, 0.1, 0.3], [0.1, -0.1, -0.3], [0.4, -0.3, 0.0], [0.0, -0.1, -0.1], [-0.1, 0.0, 0.1], [0.4, 0.7, 1.0], [0.0, 0.2, 0.1], [-1.1, 0.0, -0.6], [0.0, -0.1, -0.2], [-0.1, 0.1, -0.3], [-0.1, -0.2, 0.0], [0.1, 0.1, 0.0], [0.0, 0.0, 0.0], [-0.1, -0.1, 0.1], [-0.1, 0.0, -0.1], [0.1, 0.1, 0.0], [0.0, -0.2, 0.0], [-0.2, -0.1, 0.0], [-0.1, 0.0, 0.1], [0.0, 0.0, 0.0], [-0.1, 0.0, -0.1], [0.0, 0.0, 0.1], [0.3, -0.1, 0.2], [-0.3, 0.2, -1.6], [-0.2, -0.3, 0.3], [-0.1, 0.3, 0.3], [-0.1, -0.6, 4.5], [0.0, 0.0, -0.1], [-0.1, 0.1, 0.0], [-0.1, -0.1, 0.0], [0.0, 0.0, -0.1], [0.2, 0.0, 0.0], [0.0, 0.1, 0.0], [0.0, 0.0, -0.1], [-0.1, -0.1, 0.0], [0.2, 0.0, 0.0]], "lowdin_charge": [1.3510, 0.5950, -0.8262, 0.0201, 0.0262, -0.2487, -0.0278, -0.0852, -0.0870, -0.0778, -0.0428, -0.0300, -0.2300, -0.2845, -0.0734, -0.0872, -0.0842, -0.0684, -0.0151, 0.1537, 0.1106, 0.1056, 0.1028, 0.1019, 0.0875, 0.0772, 0.1066, 0.1041, 0.1096, 0.1029, -0.0272, -0.2557, -0.1292, -0.1535, -0.1386, 0.0879, -0.4465, 0.2117, 0.2234, -0.6206, 0.0575, -0.2031, 0.1152, 0.0637, 0.1615, 0.1238, 0.1263, 0.0948, 0.1210, 0.1228, 0.1364, 0.1291, 0.1215, 0.1253, 0.1224, 0.1289, -0.0343, -0.7015, -0.0298, -0.0328, -0.1348, 0.0910, 0.0767, 0.0809, 0.0900, 0.0825, 0.0802, 0.0907, 0.0781, 0.0781], "s_squared": 1.027, "multiplicity": 2, "relative_energy_kcal_mol": 0.0, "homo_ev": [-9.0556, -9.5157], "orbital_gap_ev": [5.26, 5.35], "charge": 1, "e_lumo_ev": [-3.8, -4.2]}

Record 2
{"formula": "C23H35MoN7O3", "method": "ωB97M-V/def2-TZVPD", "elements": ["Mo", "C", "C", "N", "C", "C", "N", "C", "C", "C", "N", "C", "C", "N", "C", "H", "H", "H", "H", "H", "H", "H", "H", "H", "H", "H", "H", "H", "H", "H", "H", "H", "H", "H", "H", "H", "H", "H", "H", "O", "C", "C", "C", "C", "C", "C", "C", "N", "C", "C", "N", "H", "H", "H", "H", "H", "H", "H", "O", "C", "C", "C", "C", "O", "N", "H", "H", "H", "H"], "coordinates": [[-0.130, -0.003, 0.211], [-0.476, -3.101, 1.892], [-0.990, -1.958, 2.745], [-0.476, -0.600, 2.393], [0.518, -0.013, 3.317], [0.606, 1.459, 2.956], [0.720, 1.651, 1.472], [2.126, 1.999, 1.110], [3.110, 0.924, 1.551], [3.074, -0.375, 0.766], [1.798, -1.169, 0.794], [1.972, -2.367, -0.104], [0.832, -2.541, -1.097], [-0.438, -2.088, -0.489], [-0.995, -3.106, 0.457], [-0.856, -4.018, 2.350], [0.606, -3.204, 1.953], [-0.782, -2.137, 3.802], [-2.076, -1.910, 2.634], [-1.272, 0.015, 2.528], [1.472, -0.534, 3.255], [0.170, -0.121, 4.349], [1.446, 1.943, 3.456], [-0.302, 1.957, 3.277], [0.118, 2.444, 1.251], [2.374, 2.942, 1.604], [2.172, 2.155, 0.033], [3.042, 0.750, 2.625], [4.113, 1.330, 1.403], [3.873, -1.039, 1.109], [3.261, -0.154, -0.278], [1.700, -1.538, 1.732], [2.076, -3.247, 0.531], [2.913, -2.270, -0.643], [0.750, -3.591, -1.390], [1.002, -1.954, -1.995], [-1.159, -1.985, -1.209], [-0.812, -4.086, 0.009], [-2.075, -2.958, 0.467], [1.217, 0.189, -1.160], [1.601, 0.584, -2.381], [2.820, 0.147, -2.899], [3.215, 0.578, -4.153], [2.407, 1.435, -4.894], [1.193, 1.847, -4.383], [0.771, 1.418, -3.120], [-0.507, 1.801, -2.543], [-1.046, 1.439, -1.367], [-2.267, 2.109, -1.314], [-2.454, 2.837, -2.433], [-1.340, 2.626, -3.197], [3.447, -0.527, -2.335], [4.160, 0.241, -4.556], [2.723, 1.771, -5.870], [0.583, 2.506, -4.985], [-2.937, 2.080, -0.482], [-3.259, 3.478, -2.739], [-1.168, 3.021, -4.106], [-2.233, 1.748, 2.138], [-2.858, 0.975, 1.434], [-4.361, 0.843, 1.357], [-4.586, -0.217, 0.292], [-3.194, -0.590, -0.172], [-2.935, -1.330, -1.095], [-2.234, 0.085, 0.584], [-4.789, 1.818, 1.119], [-4.739, 0.573, 2.344], [-5.155, 0.127, -0.572], [-5.085, -1.114, 0.661]], "atomic_forces_ev_per_a": [[0.0, 0.0, 0.2], [-0.1, -0.1, 0.0], [0.0, 0.1, 0.0], [-0.1, 0.0, -0.2], [-0.1, -0.1, 0.1], [0.0, 0.0, 0.0], [0.0, 0.1, 0.0], [0.0, 0.1, 0.0], [0.1, 0.0, 0.0], [0.0, -0.1, 0.0], [0.0, 0.0, 0.0], [0.1, 0.0, 0.1], [-0.1, 0.0, 0.0], [0.1, 0.0, 0.1], [0.0, 0.1, -0.1], [0.0, 0.0, 0.0], [0.0, 0.0, 0.0], [0.0, 0.0, 0.0], [0.0, -0.1, 0.0], [0.0, 0.1, 0.1], [0.0, 0.0, 0.0], [0.0, 0.0, 0.0], [0.0, 0.0, 0.0], [0.0, 0.0, 0.0], [0.1, 0.0, 0.0], [0.0, 0.0, 0.0], [0.0, 0.0, 0.0], [0.0, 0.0, 0.0], [0.0, 0.0, 0.0], [0.0, 0.1, 0.0], [0.0, 0.0, 0.0], [0.0, 0.0, 0.0], [0.0, 0.0, -0.1], [0.0, 0.0, 0.0], [0.0, 0.0, 0.0], [0.0, -0.1, 0.0], [0.0, 0.0, 0.0], [0.0, 0.0, 0.0], [0.0, 0.0, 0.0], [0.2, 0.0, -0.1], [-0.2, 0.0, 0.1], [-0.1, 0.1, -0.2], [0.0, 0.0, 0.0], [0.0, 0.0, 0.0], [0.1, -0.1, 0.1], [0.1, 0.0, 0.0], [0.2, -0.1, -0.2], [0.0, 0.1, 0.2], [0.0, 0.1, 0.1], [0.0, 0.0, 0.0], [0.0, 0.0, 0.1], [0.0, 0.0, 0.1], [0.0, 0.0, 0.0], [0.0, 0.0, 0.0], [0.0, 0.0, 0.0], [0.1, 0.0, 0.0], [0.0, 0.0, 0.0], [0.0, 0.0, 0.0], [0.0, 0.1, 0.1], [0.0, -0.1, 0.1], [0.1, 0.1, 0.1], [0.0, -0.1, -0.1], [-0.1, 0.3, -0.1], [-0.1, -0.1, -0.1], [-0.2, -0.5, -0.2], [0.0, 0.0, 0.0], [0.0, 0.0, 0.0], [0.0, 0.0, 0.0], [0.0, 0.0, 0.0]], "lowdin_charge": [1.8359, -0.1511, -0.1483, -0.1589, -0.1580, -0.1500, -0.1360, -0.1666, -0.1455, -0.1666, -0.1259, -0.1371, -0.1562, -0.1512, -0.1481, 0.1392, 0.0956, 0.1345, 0.1304, 0.0670, 0.1071, 0.1458, 0.1354, 0.1154, 0.1254, 0.1368, 0.1196, 0.1058, 0.1399, 0.1433, 0.0904, 0.0788, 0.1255, 0.1242, 0.1382, 0.1128, 0.1014, 0.1352, 0.1184, -0.3377, -0.3033, 0.0014, -0.0358, -0.0474, -0.0023, -0.0817, -0.2243, 0.0343, -0.0951, -0.0213, 0.1443, 0.1096, 0.1220, 0.1202, 0.1141, 0.0942, 0.1359, 0.1638, 0.0571, -0.5224, -0.0569, -0.0521, -0.4793, 0.0642, -0.0617, 0.1389, 0.1402, 0.1397, 0.1388], "s_squared": 2.014, "multiplicity": 3, "homo_ev": [-13.5792, -13.9340], "orbital_gap_ev": [7.95, 7.43], "charge": 2, "e_lumo_ev": [-5.6, -6.5]}

Record 3
{"formula": "C23H35N3O2", "method": "ωB97M-V/def2-TZVPD", "elements": ["C", "C", "C", "C", "C", "C", "C", "N", "C", "C", "C", "N", "C", "O", "C", "C", "C", "C", "O", "N", "C", "C", "C", "C", "C", "C", "C", "C", "H", "H", "H", "H", "H", "H", "H", "H", "H", "H", "H", "H", "H", "H", "H", "H", "H", "H", "H", "H", "H", "H", "H", "H", "H", "H", "H", "H", "H", "H", "H", "H", "H", "H", "H"], "coordinates": [[-4.169, -0.143, 2.699], [-4.020, -0.238, 1.185], [-2.554, -0.445, 0.754], [-2.058, -1.870, 1.027], [-2.679, -2.888, 0.076], [-2.413, -2.453, -1.359], [-2.918, -1.030, -1.575], [-2.269, -0.123, -0.643], [-2.465, 1.271, -0.995], [-1.620, 1.654, -2.225], [-0.854, 2.967, -2.041], [0.200, 2.824, -1.064], [1.459, 2.490, -1.417], [1.880, 2.535, -2.553], [2.362, 2.093, -0.237], [3.032, 3.328, 0.395], [2.171, 3.635, 1.619], [1.446, 2.330, 1.915], [0.791, 2.065, 2.900], [1.624, 1.511, 0.856], [1.038, 0.191, 0.762], [2.070, -0.846, 0.414], [3.179, -1.033, 1.228], [4.141, -1.970, 0.901], [4.016, -2.747, -0.245], [5.044, -3.780, -0.591], [2.903, -2.558, -1.055], [1.944, -1.616, -0.734], [-3.891, -1.077, 3.181], [-5.202, 0.077, 2.962], [-3.537, 0.648, 3.097], [-4.646, -1.049, 0.812], [-4.386, 0.692, 0.744], [-1.944, 0.243, 1.356], [-2.272, -2.137, 2.062], [-0.975, -1.890, 0.894], [-3.755, -2.961, 0.245], [-2.248, -3.874, 0.259], [-1.339, -2.479, -1.548], [-2.903, -3.125, -2.065], [-2.672, -0.707, -2.589], [-4.016, -1.003, -1.476], [-2.155, 1.870, -0.133], [-3.523, 1.510, -1.194], [-0.889, 0.864, -2.408], [-2.251, 1.739, -3.110], [-0.374, 3.248, -2.981], [-1.528, 3.769, -1.726], [-0.085, 2.660, -0.110], [3.101, 1.386, -0.629], [3.081, 4.157, -0.308], [4.049, 3.078, 0.699], [2.749, 3.953, 2.485], [1.424, 4.404, 1.416], [0.606, -0.012, 1.749], [0.235, 0.180, 0.016], [3.286, -0.436, 2.123], [4.999, -2.102, 1.544], [5.993, -3.563, -0.107], [5.198, -3.826, -1.667], [4.710, -4.763, -0.258], [2.792, -3.152, -1.951], [1.089, -1.475, -1.379]], "atomic_forces_ev_per_a": [[-0.1, 0.0, -0.2], [0.3, 0.1, 0.0], [0.0, -0.1, 0.2], [-0.2, 0.1, 0.1], [0.2, 0.1, -0.1], [-0.3, 0.0, 0.0], [0.2, -0.2, -0.1], [0.0, 0.0, 0.0], [0.2, -0.1, -0.2], [-0.1, 0.3, 0.1], [-0.1, -0.1, -0.4], [-0.5, 0.1, 0.3], [0.3, -0.2, 0.5], [0.2, 0.0, -0.3], [0.1, 0.0, -0.4], [0.0, 0.1, 0.0], [0.1, 0.0, 0.0], [0.1, 0.4, 0.3], [-0.2, 0.0, 0.3], [0.2, -0.2, -0.3], [-0.1, -0.1, 0.2], [0.0, 0.0, 0.0], [-0.1, 0.0, 0.0], [0.0, 0.0, 0.0], [0.0, 0.0, -0.1], [0.0, -0.1, 0.0], [0.1, -0.1, 0.0], [0.0, 0.1, 0.1], [0.0, -0.1, 0.1], [-0.1, 0.0, 0.1], [0.1, 0.1, 0.1], [-0.1, 0.0, -0.1], [-0.1, 0.0, -0.1], [0.0, 0.0, 0.0], [0.1, 0.0, 0.1], [0.1, 0.0, 0.1], [-0.1, -0.1, 0.0], [-0.1, 0.0, 0.0], [0.1, 0.0, -0.1], [0.0, 0.0, 0.0], [-0.1, 0.0, 0.0], [0.0, 0.0, 0.0], [-0.1, 0.0, 0.1], [0.1, 0.0, 0.1], [0.0, 0.0, 0.0], [0.0, 0.0, -0.1], [-0.1, 0.1, 0.1], [0.0, 0.0, -0.1], [0.1, -0.1, -0.1], [-0.1, 0.1, 0.0], [0.1, 0.0, 0.0], [0.0, 0.0, 0.0], [-0.1, 0.0, 0.0], [0.0, 0.0, 0.0], [0.0, 0.0, -0.2], [0.0, 0.0, 0.1], [0.0, 0.1, 0.1], [0.1, 0.0, 0.1], [0.1, 0.0, 0.0], [0.1, 0.0, -0.1], [0.1, -0.1, 0.0], [0.0, -0.1, -0.1], [-0.1, 0.1, -0.1]], "lowdin_charge": [-0.0938, -0.2050, -0.3309, -0.1396, -0.1907, -0.1723, -0.1879, -0.1516, -0.1983, -0.1548, -0.1730, 0.0872, -0.4528, 0.0771, -0.1778, -0.0924, -0.0673, -0.4731, 0.0651, -0.0309, -0.0924, -0.2165, -0.0255, -0.0384, -0.2821, -0.0533, -0.0377, -0.0290, 0.0659, 0.0707, 0.0770, 0.1005, 0.1036, 0.1329, 0.1089, 0.1033, 0.1057, 0.1111, 0.1041, 0.1108, 0.1161, 0.1257, 0.1166, 0.1203, 0.1137, 0.1098, 0.1197, 0.1235, 0.1272, 0.1580, 0.1216, 0.1186, 0.1212, 0.1231, 0.1331, 0.1099, 0.1201, 0.1103, 0.0746, 0.0777, 0.0841, 0.1127, 0.1055], "multiplicity": 1, "relative_energy_kcal_mol": 0.0, "smiles": "CC[C@H]1CCCCN1CCCNC(=O)[C@H]1CCC(=O)N1Cc1ccc(C)cc1", "homo_ev": -8.4916, "orbital_gap_ev": 9.29, "e_lumo_ev": 0.8}

| no. | electronic energy (a.u.) |
| --- | --- |
| 1 | -2016.3753 |
| 2 | -1574.2731 |
| 3 | -1212.2252 |